[1]
The following is a quantum chemistry calculation of a molecular structure, C5H6OS2, from the OMol25 dataset.

Structure (XYZ):
```
14
Properties=species:S:1:pos:R:3:forces:R:3:mulliken_charge:R:1
C 1.734 0.157 1.319 -0.3214 0.0318 0.5486 -1.0112
C 1.616 -0.011 -0.166 0.1759 -0.3578 1.4570 0.4922
C 0.247 -0.442 -0.693 -0.3325 0.0679 -0.9798 -0.0827
C -1.927 -0.580 0.141 -0.2263 0.5877 0.3826 -0.4440
C -0.930 0.464 -0.297 0.6120 -0.5870 1.2147 -0.1087
H 1.520 1.230 1.527 -0.0764 -0.8533 0.2439 0.2557
H 1.052 -0.561 1.793 -0.1421 0.6996 0.2426 0.3011
H 2.734 -0.089 1.689 -0.0309 0.2361 -0.4213 0.3531
H 0.353 -0.587 -1.782 -0.1888 0.0932 0.3821 0.5204
H -2.536 -0.380 1.072 0.9917 -0.2697 -0.9452 0.3302
H -2.585 -0.662 -0.697 -0.8453 -0.5510 -0.4692 0.3008
O 2.580 0.163 -0.848 0.1503 0.0165 -1.4128 -0.5335
S -0.639 -1.885 0.084 0.2230 0.2939 0.0429 -0.1398
S -0.962 2.023 0.001 0.0108 0.5922 -0.2862 -0.2334
```
Forces are in eV/Å.

Largest force on an atom ... 1.51 eV/A
2S+1 ... 1
Energy relative to the best compared isomer or geometry (same formula, charge and spin) ... 28.3 kcal per mole
LUMO ... -0.026 Eh
Highest occupied orbital energy ... -9.184 eV
Kohn-Sham gap ... 8.485 eV
Net charge ... 0
M ... 146.2 g mol⁻¹

***

[2]
The following is a quantum chemistry calculation of a molecular structure, C2H3IrLiO2, from the OMol25 dataset.

Structure (XYZ):
```
9
Properties=species:S:1:pos:R:3:forces:R:3:mulliken_charge:R:1
H -2.382 -1.481 0.706 0.6205 -0.0498 0.6276 -0.1795
O -0.672 1.001 0.729 1.3594 2.1915 -1.0109 -0.6500
C 0.565 1.015 0.180 0.2183 1.3120 0.0418 -0.0271
C 1.073 -0.145 -0.312 0.2633 -0.0424 -1.0132 -0.0536
O 0.210 -1.194 -0.371 2.3166 -0.2668 -2.0763 -0.8305
Li -1.027 -0.109 -1.372 -0.1902 0.0160 -0.2303 0.8793
Ir -0.892 -0.847 1.178 -4.1138 -2.7115 3.0351 1.1264
H 1.082 1.974 0.074 -0.1764 -0.3184 0.3330 0.3707
H 2.044 -0.215 -0.813 -0.2977 -0.1306 0.2932 0.3641
```
Forces are in eV/Å.

Largest force on an atom ... 5.79 eV/A
2S+1 ... 5
Energy relative to the best compared isomer or geometry (same formula, charge and spin) ... 0.0 kcal per mole
LUMO (alpha / beta) ... -0.168 / -0.249 Eh
Highest occupied orbital energy (alpha / beta) ... -13.103 / -14.471 eV
Kohn-Sham gap (alpha / beta) ... 8.521 / 7.694 eV
Net charge ... +1
M ... 258.2 g mol⁻¹